(1)
The following is a DFT calculation (ωB97M-V/def2-TZVPD) of C18H19F5N2Pt as an isolated structure.

Computed properties:
**Multiplicity**: 5
**F_max**: 0.26 eV/Å
**LUMO level (spin up / spin down)**: -0.23010 / -0.36776 Eh
**Total charge**: +2
**<S²>**: 6.064
**Frontier orbital gap (spin up / spin down)**: 0.3291 / 0.2063 Eh

Geometry as XYZ:
```
45
C18H19F5N2Pt (ωB97M-V/def2-TZVPD)
Pt 0.67666 0.20101 -0.19366
C 2.67633 -2.34412 0.59201
C 1.36131 -2.29547 1.34607
N 0.23239 -1.80403 0.50563
C -0.00070 -2.66919 -0.69886
C -0.23385 -4.13999 -0.38884
C -0.97945 -1.59570 1.33230
C -2.07549 -0.88452 0.56314
N -1.51025 0.19327 -0.26452
C -2.28422 0.95762 -1.03205
C -1.69712 1.90960 -1.92550
F -0.36288 2.00058 -1.99301
C -2.44141 2.70237 -2.74586
F -1.82962 3.55201 -3.55222
C -3.83371 2.62132 -2.74715
C -4.44973 1.71058 -1.90561
F -5.76359 1.60533 -1.89296
C -3.71761 0.89564 -1.07400
F -4.36477 0.04545 -0.29672
H 3.49923 -2.45200 1.29752
H 2.86043 -1.43015 0.01474
H 2.72723 -3.18063 -0.10365
H 1.41371 -1.63641 2.21278
H 1.10372 -3.28836 1.72074
H 0.86587 -2.55040 -1.34930
H -0.85507 -2.25305 -1.23206
H 0.66731 -4.63373 -0.02857
H -0.53234 -4.63789 -1.31060
H -1.03189 -4.29521 0.33739
H -0.67466 -1.00236 2.19365
H -1.36132 -2.54739 1.70764
H -2.78957 -0.48425 1.28324
H -2.62956 -1.57506 -0.07373
H -4.42145 3.25388 -3.40037
F 4.26537 4.41354 2.21052
C 3.51685 3.50782 1.66550
C 2.64247 3.89787 0.62384
C 1.86240 2.94214 0.05446
C 1.90739 1.58355 0.52145
C 2.85099 1.22994 1.54146
C 3.62831 2.17528 2.13153
H 2.62694 4.93274 0.30825
H 1.19917 3.21616 -0.75009
H 2.93031 0.20175 1.86795
H 4.32584 1.95046 2.92753
```

(2)
The following is a DFT calculation (ωB97M-V/def2-TZVPD) of C18H19F6FeN5O5SbTe as an isolated structure.

Computed properties:
**Multiplicity**: 5
**F_max**: 2.89 eV/Å
**LUMO level (spin up / spin down)**: 0.02975 / 0.02968 Eh
**Total charge**: -1
**<S²>**: 6.026
**ΔE to the lowest compared entry with this formula, charge and spin**: 0.00 kJ/mol
**Frontier orbital gap (spin up / spin down)**: 0.1767 / 0.1763 Eh

Geometry as XYZ:
```
56
C18H19F6FeN5O5SbTe (ωB97M-V/def2-TZVPD)
Fe 0.14259 0.07482 -0.08806
O 2.69646 0.93507 3.29928
C 1.82676 0.59707 2.39321
O 2.17718 0.54627 1.18061
C 0.50849 0.21075 2.77783
C 0.04847 0.20944 4.10010
C -1.18607 -0.33127 4.37351
C -1.93150 -0.88534 3.33433
C -1.43805 -0.79580 2.04801
N -0.27684 -0.21377 1.76725
C -2.13282 -1.36113 0.81003
O -3.29081 -1.72802 0.88060
O -1.34393 -1.38796 -0.20465
H 3.58008 0.92744 2.84363
H 0.68417 0.62814 4.86822
H -1.57899 -0.33159 5.38125
H -2.88326 -1.37072 3.49623
C -2.94737 0.31846 -4.06724
N -1.56579 -0.00610 -3.74908
C -0.82430 -0.77860 -4.57490
C 0.44241 -1.11694 -4.27512
C 0.97896 -0.64958 -3.03572
N 0.23843 0.07405 -2.19410
C -1.06581 0.38406 -2.50013
O -1.79335 0.96141 -1.71239
N 2.25848 -0.88316 -2.75297
H -3.02450 0.59019 -5.11949
H -3.24593 1.15378 -3.44263
H -3.60342 -0.52748 -3.85661
H -1.30810 -1.10761 -5.48452
H 1.02532 -1.75494 -4.92014
H 2.69462 -1.67622 -3.19419
H 2.58652 -0.68707 -1.81634
C 2.13009 2.70388 -1.32540
C 0.99646 3.12225 -0.44070
C 0.59008 4.41911 -0.15460
C -0.57912 4.31199 0.62056
C -0.83044 2.95559 0.77816
C -2.01067 2.33496 1.45824
N 0.14283 2.22999 0.14858
H 2.92795 3.44673 -1.30721
H 1.79811 2.58487 -2.36315
H 2.53904 1.74648 -1.01445
H 1.07816 5.32660 -0.48159
H -1.18809 5.11542 1.01197
H -2.80507 3.07304 1.56492
H -1.76160 1.96349 2.45967
H -2.38933 1.50051 0.86394
Te 4.16835 -0.08950 0.76158
F 1.42746 -1.81182 -0.20314
Sb 0.79050 -3.63483 -0.56280
F 2.13461 -4.12001 0.70175
F -0.40532 -3.66806 0.90419
F 0.37657 -5.45932 -0.87358
F -0.23794 -3.18436 -2.10053
F 2.21976 -3.65775 -1.87367
```

(3)
The following is a DFT calculation (ωB97M-V/def2-TZVPD) of C18H19MgNO5 as an isolated structure.

Computed properties:
**F_max**: 0.90 eV/Å
**LUMO level**: 0.16469 Eh
**Total charge**: -2
**ΔE to the lowest compared entry with this formula, charge and spin**: 129.92 kJ/mol
**Frontier orbital gap**: 0.1190 Eh

Geometry as XYZ:
```
44
C18H19MgNO5 (ωB97M-V/def2-TZVPD)
Mg 0.37115 -0.54041 -0.00034
O -2.43099 2.09686 -0.10148
C -1.16259 1.69314 -0.03814
O -0.63262 1.07788 -0.94390
C -0.40738 2.34664 1.12601
O 0.46773 1.47740 1.78662
C -0.13593 0.78522 2.88143
C -1.41693 0.05779 2.47361
O -2.27382 -0.15150 3.32396
O -1.44626 -0.24197 1.22256
H -2.84143 1.57635 -0.80897
H -1.13289 2.80326 1.80469
H 0.20710 3.12729 0.67043
H -0.33106 1.47064 3.71002
H 0.60276 0.04473 3.19263
C 5.30298 0.68322 0.27053
C 4.44353 1.59459 -0.33216
C 3.08142 1.30323 -0.42572
C 2.48888 0.11587 0.04448
C 3.41178 -0.78267 0.62585
C 4.77394 -0.51363 0.74945
H 6.36411 0.89566 0.35500
H 4.83461 2.52835 -0.72972
H 2.45036 2.05697 -0.90419
H 3.05482 -1.75578 0.96172
H 5.43136 -1.24941 1.20522
C 1.67715 -3.58232 -2.87745
C 1.51602 -4.30354 -1.57392
C 1.99639 -5.58234 -1.39595
C 1.88612 -6.28096 -0.17976
C 1.25553 -5.60380 0.87574
C 0.75205 -4.32399 0.75766
C 0.10788 -3.63660 1.92149
C 0.85000 -3.55336 -0.49396
N 0.41917 -2.33844 -0.63206
H 2.02817 -4.26295 -3.66338
H 2.38025 -2.74456 -2.79028
H 0.72913 -3.12056 -3.17602
H 2.48800 -6.06834 -2.24132
H 2.27195 -7.28734 -0.06180
H 1.15099 -6.10769 1.83863
H -0.10289 -4.34249 2.73292
H -0.81387 -3.13071 1.61716
H 0.74435 -2.83431 2.33201
```